(1)
20
Properties=species:S:1:pos:R:3:lowdin_spin:R:1 method="wB97M-V/def2-TZVPD" gap_ha="0.242 / 0.267" e_above_lowest_kj_mol=149.8 charge=0 multiplicity=3
C 2.66 1.27 -0.38 0.005
C 2.87 -0.05 0.20 0.002
C 1.38 1.70 -0.59 0.009
C 1.79 -0.79 0.58 0.002
C 0.32 0.83 -0.22 0.018
C -1.86 -2.00 -1.27 0.140
C -2.23 -1.53 -0.12 0.882
N 0.52 -0.30 0.33 0.012
N -2.03 0.47 1.72 0.007
O -0.90 1.33 -0.32 0.290
O -3.46 0.80 -0.31 0.147
S -2.20 0.26 0.07 0.411
H 3.55 1.99 -0.69 0.001
H 3.87 -0.32 0.51 0.000
H 0.99 2.69 -1.03 0.001
H 1.76 -1.78 1.04 0.000
H -1.50 -1.45 -2.15 0.035
H -2.04 -3.05 -1.31 0.025
H -1.04 0.25 1.85 0.001
H -2.46 -0.32 2.09 0.010

(2)
23
Properties=species:S:1:pos:R:3:mulliken_charge:R:1 method="wB97M-V/def2-TZVPD" gap_ha=0.286 e_above_lowest_kj_mol=0.0 charge=+2
O 3.80 0.92 -0.53 -0.062
C 3.12 -0.01 -0.56 0.163
Pb 1.73 -2.04 -0.29 1.060
O 4.35 -4.50 0.34 -0.052
C 3.54 -3.73 0.09 0.162
C 1.07 -1.24 -2.76 0.157
O 0.86 -0.96 -3.85 -0.067
C -0.19 -3.50 -0.80 0.143
O -1.07 -4.22 -0.89 -0.042
C -2.13 1.16 -0.78 -1.011
N -1.51 0.17 0.10 -0.124
C -0.53 0.42 0.99 0.477
S 0.32 -0.91 1.72 -0.301
N -0.14 1.69 1.31 -0.211
C -1.13 2.72 1.69 -1.030
H -1.67 2.14 -0.71 0.430
H -3.20 1.24 -0.54 0.360
H -2.05 0.82 -1.81 0.325
H -1.72 -0.82 -0.04 0.205
H 0.69 1.71 1.90 0.331
H -1.09 2.86 2.78 0.323
H -0.88 3.66 1.21 0.335
H -2.15 2.44 1.43 0.430

(3)
19
Properties=species:S:1:pos:R:3:mulliken_charge:R:1 method="wB97M-V/def2-TZVPD" gap_ha=0.295 e_above_lowest_kj_mol=91.1 charge=0 smiles="C=Cn1c(C)ncc(O)c1=S"
C -1.60 -1.09 1.14 -0.568
C -0.62 -0.26 1.60 -0.488
N 0.39 0.27 0.80 0.143
C 0.41 1.64 0.53 0.699
C -0.73 2.57 0.92 -1.207
N 1.41 2.23 -0.15 -0.532
C 2.52 1.52 -0.50 -0.400
C 2.59 0.17 -0.31 0.392
O 3.67 -0.57 -0.72 -0.490
C 1.46 -0.50 0.35 0.357
S 1.44 -2.16 0.57 -0.425
H -1.57 -1.49 0.12 0.263
H -2.42 -1.34 1.83 0.271
H -0.60 0.08 2.65 0.351
H -1.68 2.06 0.73 0.370
H -0.62 2.89 1.96 0.264
H -0.65 3.49 0.31 0.342
H 3.30 2.04 -1.05 0.407
H 3.35 -1.50 -0.73 0.251

(4)
18
Properties=species:S:1:pos:R:3:mulliken_charge:R:1 method="wB97M-V/def2-TZVPD" gap_ha=0.310 e_above_lowest_kj_mol=205.0 charge=0 smiles="N#CC[C@]1(S)C=CC=CN1"
N -3.14 -1.05 -0.11 -0.396
C -2.55 -0.08 -0.06 0.251
C -1.71 1.10 0.00 -1.122
C -0.21 0.77 -0.07 0.847
S 0.83 2.31 0.06 -0.269
C 0.21 -0.09 -1.27 -0.892
C 1.04 -1.13 -1.11 -0.363
C 1.53 -1.56 0.17 -0.615
C 1.06 -0.93 1.26 -0.256
N 0.12 0.08 1.18 -0.134
H -1.85 1.73 -0.76 0.486
H -2.02 1.50 0.90 0.445
H 1.90 1.75 -0.67 0.178
H -0.20 0.19 -2.28 0.303
H 1.21 -1.61 -1.94 0.616
H 2.23 -2.36 0.37 0.376
H 1.45 -1.26 2.29 0.257
H 0.08 0.63 2.01 0.286

(5)
18
Properties=species:S:1:pos:R:3:mulliken_charge:R:1 method="wB97M-V/def2-TZVPD" gap_ha="0.303 / 0.303" e_above_lowest_kj_mol=278.0 charge=+1
C -0.81 -2.29 0.86 -0.220
C -1.19 -2.53 -0.44 -0.368
C 0.23 -1.16 1.16 -0.837
C -0.42 -1.99 -1.46 0.079
C 0.69 -0.49 -0.14 0.567
C -0.84 4.22 -0.47 0.014
C 1.18 0.70 0.02 0.167
N 0.47 -1.03 -1.31 -0.655
N 0.17 3.92 -0.08 -0.270
N 1.69 1.84 0.17 -0.358
H -1.26 -2.70 1.78 0.356
H -2.08 -3.24 -0.75 0.272
H 1.07 -1.48 1.75 0.407
H -0.69 -2.42 -2.44 0.351
H -1.76 4.44 -0.91 0.345
H -0.12 -0.47 1.90 0.443
H 2.67 1.88 0.47 0.239
H 1.00 2.81 -0.11 0.466

(6)
21
Properties=species:S:1:pos:R:3:mulliken_charge:R:1 method="wB97M-V/def2-TZVPD" gap_ha=0.274 e_above_lowest_kj_mol=10.6 charge=+1
C -3.40 0.80 0.50 -0.065
C -1.46 0.32 -0.71 0.290
C -1.81 -0.64 0.23 0.107
C 1.29 1.22 0.89 0.612
C -0.11 -0.03 -1.25 -0.283
C 0.30 -1.42 -0.70 0.640
C 1.45 -2.19 -1.25 -1.344
N -3.00 -0.35 0.88 -0.525
N 0.62 0.31 1.42 -0.460
N 2.03 2.18 1.32 -0.427
S -2.39 1.72 -0.63 -0.051
S -0.83 -2.09 0.29 -0.007
S 1.25 1.21 -0.98 -0.189
H -4.20 1.41 1.02 0.379
H -0.25 -0.17 -2.34 0.535
H 1.03 -3.29 -1.25 0.352
H 2.23 -2.47 -0.64 0.410
H 1.92 -2.03 -2.27 0.352
H 0.49 0.33 2.49 0.202
H 2.25 2.41 2.36 0.268
H 2.57 2.78 0.62 0.207

(7)
20
Properties=species:S:1:pos:R:3:mulliken_charge:R:1 method="wB97M-V/def2-TZVPD" gap_ha=0.325 e_above_lowest_kj_mol=348.3 charge=0 smiles="CCC1(c2cccs2)N=NN=N1"
C 1.19 -1.34 0.80 -1.567
C 1.31 -1.09 -0.72 -0.147
C 1.06 0.34 -1.19 1.158
C -0.44 0.79 -0.77 -0.287
C -0.93 2.04 -0.41 -0.428
C -2.37 1.97 -0.20 -0.426
C -2.88 0.75 -0.45 -0.403
S -1.71 -0.40 -0.95 -0.049
N 1.00 0.44 -2.66 -0.022
N 1.71 1.36 -3.01 -0.328
N 2.36 1.94 -1.85 -0.301
N 1.98 1.34 -0.82 -0.196
H 0.76 -2.21 1.01 0.445
H 0.63 -0.63 1.37 0.379
H 2.12 -1.32 1.19 0.462
H 0.37 -1.66 -1.27 0.302
H 2.33 -1.45 -0.89 0.372
H -0.41 3.01 -0.09 0.316
H -2.84 2.86 0.16 0.411
H -3.93 0.31 -0.59 0.310

(8)
21
Properties=species:S:1:pos:R:3:mulliken_charge:R:1 method="wB97M-V/def2-TZVPD" gap_ha=0.305 e_above_lowest_kj_mol=58.4 charge=-1 smiles="C[C@](S)(c1ccccn1)S(=O)(=O)[O-]"
C -1.30 0.01 1.77 -1.356
C -1.32 -0.55 0.26 1.064
S -2.17 -2.12 0.02 -0.273
C -0.05 -0.30 -0.40 -0.050
C 0.67 0.85 -0.10 -0.405
C 1.81 1.07 -0.90 -0.685
C 2.26 0.06 -1.71 -0.440
C 1.58 -1.12 -1.67 -0.315
N 0.46 -1.34 -1.03 -0.460
S -2.51 0.60 -0.74 1.069
O -2.91 -0.10 -1.94 -0.629
O -1.80 1.84 -0.84 -0.635
O -3.71 0.65 0.16 -0.693
H -0.28 0.02 2.14 0.388
H -1.68 1.06 1.72 0.402
H -2.10 -0.55 2.46 0.228
H -3.41 -1.67 -0.28 0.197
H 0.09 1.53 0.50 0.449
H 2.43 1.94 -0.76 0.373
H 3.19 0.24 -2.30 0.302
H 1.87 -1.97 -2.21 0.471

(9)
22
Properties=species:S:1:pos:R:3:mulliken_charge:R:1 method="wB97M-V/def2-TZVPD" gap_ha=0.251 e_above_lowest_kj_mol=127.4 charge=-1
C 0.45 1.95 1.38 -0.078
C 1.57 1.43 0.82 -0.707
C -0.71 1.30 1.56 -1.034
C -0.77 0.03 0.92 0.347
C 1.50 0.15 0.21 0.569
C 0.29 -1.79 -0.18 -0.870
C -0.40 -0.57 -2.67 0.104
N 0.26 -0.44 0.28 0.363
O -0.46 -1.83 2.41 -0.581
O 2.44 -0.39 -0.39 -0.752
O -0.58 -1.72 -3.31 -0.411
O -1.44 -3.51 0.86 -0.644
O -1.24 0.27 -2.44 -0.526
S -0.21 -2.92 1.43 0.453
H 0.59 2.82 2.05 0.275
H 2.56 2.01 0.76 0.276
H -1.56 1.82 1.97 0.372
H -1.72 -0.57 0.94 0.337
H -0.71 -2.11 -0.77 0.307
H 1.31 -1.96 -0.61 0.413
H 0.60 -0.44 -2.30 0.442
H -1.60 -1.79 -3.34 0.345

(10)
18
Properties=species:S:1:pos:R:3:mulliken_charge:R:1 method="wB97M-V/def2-TZVPD" gap_ha=0.337 e_above_lowest_kj_mol=0.0 charge=+1
C -0.78 1.61 2.30 -0.514
C 0.06 2.62 1.93 -0.355
C -0.70 0.54 1.33 0.358
C 0.06 0.87 0.26 -0.009
C -0.55 -1.17 -0.44 0.677
C -0.67 -2.49 -1.06 -1.197
C 1.34 -0.02 -1.59 -0.964
N 0.20 -0.13 -0.72 0.169
S 0.76 2.46 0.34 -0.071
S -1.51 -0.96 0.95 -0.089
H -1.29 1.45 3.29 0.359
H 0.50 3.32 2.54 0.494
H -0.39 -2.44 -2.11 0.347
H -0.12 -3.27 -0.58 0.311
H -1.76 -2.68 -0.96 0.428
H 1.92 0.89 -1.30 0.308
H 2.04 -0.83 -1.60 0.345
H 0.90 0.25 -2.58 0.403

(11)
16
Properties=species:S:1:pos:R:3:mulliken_charge:R:1 method="wB97M-V/def2-TZVPD" gap_ha=0.317 e_above_lowest_kj_mol=575.8 charge=0
C -1.44 -0.58 -0.42 -0.353
C -1.75 -1.83 -0.81 -0.623
C 0.04 -0.35 -0.49 1.079
C 0.45 -1.64 -1.28 -0.921
C 0.39 1.09 -0.76 -0.377
C 0.26 0.89 0.69 0.092
C 1.40 0.73 1.56 -1.566
O -0.58 -2.35 -1.35 0.002
H -1.96 0.23 0.11 0.333
H -2.60 -2.46 -1.17 0.349
H 1.50 1.36 -1.04 0.241
H -0.17 1.84 -1.32 0.253
H -0.70 1.12 1.08 0.358
H 1.73 1.65 1.92 0.405
H 2.20 0.33 0.96 0.355
H 1.24 -0.01 2.29 0.373

(12)
16
Properties=species:S:1:pos:R:3:mulliken_charge:R:1 method="wB97M-V/def2-TZVPD" gap_ha=0.376 e_above_lowest_kj_mol=314.9 charge=0 smiles=COc1ccccc1
C -1.79 -1.14 1.63 -0.599
O -1.74 -0.84 0.23 -0.391
C -0.51 -0.23 -0.12 0.082
C 0.55 -0.82 -0.63 0.147
C 1.71 -0.27 -1.05 -0.468
C 1.77 1.09 -1.03 -0.247
C 0.65 1.80 -0.58 -0.672
C -0.45 1.20 -0.14 -0.351
H -1.77 -0.04 2.15 0.269
H -2.62 -1.78 1.75 0.277
H -0.89 -1.93 2.02 0.213
H 0.34 -2.02 -0.63 0.146
H 2.76 -0.90 -1.30 0.185
H 2.56 1.46 -1.60 0.401
H 0.72 2.84 -0.80 0.335
H -1.29 1.59 0.11 0.674

(13)
16
Properties=species:S:1:pos:R:3:mulliken_charge:R:1 method="wB97M-V/def2-TZVPD" gap_ha=0.354 e_above_lowest_kj_mol=679.3 charge=0 smiles=C#C[C@@]12CCO[C@@H]1C2
C 2.93 0.22 -1.32 -0.430
C 1.81 0.01 -0.69 -0.629
C 0.59 -0.11 -0.09 0.922
C -0.79 0.32 -0.82 -0.284
C -1.90 -0.14 -0.16 -0.785
O -1.57 -1.26 0.86 -0.422
C -0.14 -0.88 1.01 -0.091
C 0.51 0.36 1.53 -0.696
H 3.66 0.84 -2.00 0.309
H -0.81 -0.38 -1.78 0.225
H -0.63 1.36 -1.33 0.327
H -2.62 -0.55 -0.77 0.384
H -2.54 0.50 0.38 0.275
H 0.23 -1.82 1.35 0.410
H -0.30 1.13 1.81 0.196
H 1.57 0.39 2.04 0.289